Entry 1:
Entry from OMol25: C22H25N3O5S as an isolated structure in a non-equilibrium geometry (ωB97M-V/def2-TZVPD).

The calculation puts the gap between HOMO and LUMO at 6.12 eV. The total charge is 0. For the LUMO energy, the calculation gives -1.681 eV. For the molar mass, the calculation gives 443.52 Da. The energy above the lowest of the compared OMol25 structures with the same formula, charge and spin is 593.2 kcal per mole. The energy is -1791.158473 hartree. Its spin multiplicity is 1.

CARTESIAN COORDINATES (ANGSTROEM)
1 C 5.33050 1.55148 -3.23125
2 H 6.12362 1.64127 -2.63815
3 O 4.11695 1.78814 -2.36441
4 C 2.93360 1.91857 -2.92916
5 C 2.04648 0.92919 -2.48979
6 H 1.26404 0.80423 -3.01756
7 C 3.01032 -0.62006 -2.60450
8 N 2.03103 -1.80151 -2.44039
9 C 0.79169 -2.04944 -3.07285
10 H 0.69202 -3.11886 -3.09538
11 C -0.40237 -1.75719 -2.28021
12 N -0.29302 -1.99369 -0.94925
13 C -1.04001 -1.26745 0.26510
14 N -0.71416 -1.92509 1.45138
15 S -1.81664 -1.13877 2.47810
16 O -2.46307 -2.29258 3.10675
17 O -1.02389 -0.30521 3.65680
18 C -2.57543 -0.23283 1.41504
19 C -3.86864 0.53798 1.55249
20 C -4.23560 1.09613 0.49522
21 C -3.87068 0.93416 -0.89143
22 C -2.63580 -0.14326 -1.02202
23 C -2.15741 -0.68135 0.08575
24 H -2.35986 -0.33328 -1.96611
25 H -4.51399 1.29933 -1.89799
26 H -5.21506 1.85689 0.62061
27 H -4.02900 0.96253 2.66099
28 C 0.73942 -2.97620 -0.54527
29 H 0.97108 -3.03252 0.63312
30 C 2.15510 -2.19230 -0.83641
31 H 2.90021 -2.94315 -0.81934
32 H 2.23870 -1.20361 -0.39772
33 H 0.66278 -3.85305 -0.97466
34 H -0.43449 -0.37236 -2.21002
35 H -1.26594 -1.96207 -2.59636
36 H 0.74612 -1.79649 -3.98629
37 H 2.92215 -0.64367 -3.86868
38 H 3.89641 -0.79873 -1.98369
39 O 1.82297 0.82964 -1.12464
40 C 0.73660 1.26615 -0.85534
41 O -0.17169 1.64464 -1.42604
42 C 0.69470 1.47118 0.69068
43 C 1.52986 1.26428 1.56050
44 C 1.32466 1.59816 2.97643
45 C 0.11334 2.13607 3.22017
46 C -0.97237 2.59852 2.56476
47 C -0.69062 2.36341 1.22713
48 H -1.45242 2.70048 0.53959
49 H -1.86045 3.03197 2.69199
50 H 0.05601 2.25882 4.32991
51 H 1.90878 1.14162 3.61340
52 H 2.25498 0.71428 1.20774
53 H 2.27633 2.78851 -2.60263
54 H 3.04987 1.89340 -3.91570
55 H 5.22642 0.59569 -3.59416
56 H 5.42264 2.16056 -3.99582

Forces on the atoms, in the same order (eV/Å):
-5.08 -1.32 2.92
3.08 0.29 2.64
5.39 0.59 1.45
-2.29 3.20 2.29
8.01 -7.57 2.45
-5.65 -0.92 -3.58
-6.68 -0.06 -5.71
4.14 0.97 4.35
0.75 -3.40 6.32
0.49 -1.31 -0.63
4.61 9.84 1.71
-0.83 -0.59 7.83
11.75 -12.72 -0.64
-1.65 4.82 -2.86
7.34 -3.28 10.64
-1.01 1.54 -1.05
-3.48 -2.58 -5.43
-6.94 2.91 -4.45
8.06 -3.61 9.10
-7.35 6.61 -9.11
2.42 -3.84 -0.07
-7.21 5.64 0.24
-6.17 6.42 2.93
1.09 -0.73 -2.92
2.17 -0.82 3.32
2.64 -1.89 -0.35
-0.33 -1.37 -2.71
3.61 7.67 5.26
-1.82 -0.35 -2.63
-4.06 -1.00 -4.93
1.36 -0.11 0.55
0.16 -0.73 0.91
-0.35 -4.38 -2.20
-0.17 -3.62 -1.14
-6.70 -2.12 -3.44
-0.33 2.49 -6.74
2.01 0.22 3.08
-0.25 0.49 -0.69
5.74 -1.28 -2.54
-2.14 1.88 11.55
-5.42 2.01 -5.74
-11.40 5.30 -4.91
2.50 0.30 8.08
-3.16 1.05 -7.02
1.87 0.42 8.17
4.03 -2.14 -6.93
1.58 -1.84 -1.24
0.26 -0.23 -0.80
-3.04 1.68 1.94
-0.31 -0.14 -0.47
2.81 -1.57 3.72
4.77 -2.79 -0.97
1.57 0.75 -0.55
-0.37 0.13 -4.50
0.00 -2.41 -0.81
-0.05 3.51 -3.68


Entry 2:
Entry from OMol25: C3H4N2O2 in the gas phase (ωB97M-V/def2-TZVPD).

The calculation puts the gap between HOMO and LUMO at 11.11 eV. The total charge is 0. For the LUMO energy, the calculation gives 0.756 eV. For the molar mass, the calculation gives 100.08 Da. The energy above the lowest of the compared OMol25 structures with the same formula, charge and spin is 93.0 kcal per mole. The energy is -376.615516 hartree. Its spin multiplicity is 1.

CARTESIAN COORDINATES (ANGSTROEM)
1 C 0.43859 -1.54075 -0.46529
2 N -0.30690 -0.41246 0.02560
3 N 0.02245 0.99766 -0.35824
4 C 0.45548 1.68685 0.82557
5 O 0.52051 1.18509 1.91296
6 C -1.30664 0.34495 -0.35486
7 O -2.47143 0.51331 -0.50755
8 H 0.82357 -1.38769 -1.47921
9 H 1.26424 -1.69655 0.23109
10 H -0.23087 -2.40188 -0.43345
11 H 0.79098 2.71147 0.60340

Forces on the atoms, in the same order (eV/Å):
0.06 -0.17 -0.04
-0.32 -0.24 0.28
-0.02 0.17 0.06
-0.07 -0.08 0.45
0.16 0.29 -0.51
-0.39 0.04 0.03
0.85 0.06 -0.12
-0.14 0.07 0.10
-0.05 -0.11 -0.18
0.14 0.02 -0.05
-0.20 -0.04 -0.02


Entry 3:
Entry from OMol25: C14H14N2O3SYb as an isolated structure (ωB97M-V/def2-TZVPD).

The calculation puts the gap between HOMO and LUMO (spin up / spin down) at 8.00 / 8.00 eV. The total charge is +1. For the LUMO energy (spin up / spin down), the calculation gives -3.713 / -3.709 eV. For the molar mass, the calculation gives 463.38 Da. The energy above the lowest of the compared OMol25 structures with the same formula, charge and spin is 0.0 kcal per mole. The energy is -2433.907145 hartree. Its spin multiplicity is 2.

CARTESIAN COORDINATES (ANGSTROEM)
1 Yb 0.18061 2.32379 0.13501
2 C 1.10471 -0.77058 3.15024
3 C 0.41400 -0.22713 1.94222
4 O 0.97860 0.72514 1.34327
5 C -0.84326 -0.78148 1.48267
6 C -1.19566 -2.07476 1.93222
7 C -2.32793 -2.70426 1.47867
8 C -3.15809 -2.02587 0.58134
9 C -2.87038 -0.74972 0.14797
10 C -1.71358 -0.10467 0.59004
11 O -1.47194 1.13864 0.19157
12 H 1.87664 -0.07590 3.46663
13 H 1.58063 -1.72181 2.89492
14 H 0.40346 -0.96950 3.95767
15 H -0.55102 -2.59331 2.62776
16 H -2.57626 -3.70062 1.81366
17 H -4.06028 -2.50702 0.22377
18 H -3.53910 -0.22518 -0.51991
19 O 0.10463 3.82224 1.79624
20 S 0.02825 4.97983 0.79758
21 N 0.04304 4.54639 -0.61306
22 N 2.17136 2.25021 -1.31573
23 C 1.66069 1.02449 -1.87177
24 C 2.28352 -0.19327 -1.61133
25 C 1.64699 -1.36124 -1.98420
26 C 0.39184 -1.33027 -2.59201
27 C -0.22435 -0.11907 -2.83660
28 C 0.41065 1.06934 -2.47149
29 H 3.12537 2.16924 -0.98356
30 H 2.11415 3.02783 -1.96780
31 H 3.25018 -0.22266 -1.12391
32 H 2.12685 -2.31300 -1.79754
33 H -0.09911 -2.25224 -2.87091
34 H -1.19719 -0.07741 -3.30661
35 H -0.06800 2.02383 -2.68702

Forces on the atoms, in the same order (eV/Å):
0.18 -0.33 -0.30
0.08 -0.20 -0.09
-0.29 0.03 -0.15
0.09 -0.06 0.29
0.20 -0.28 0.28
-0.16 -0.05 -0.06
0.14 0.12 0.04
-0.16 0.01 -0.10
-0.04 -0.23 0.12
0.19 0.50 -0.18
-0.18 -0.38 0.12
-0.01 0.02 0.01
0.02 0.03 0.01
0.00 0.05 0.01
0.02 0.01 0.00
0.00 0.00 0.00
0.01 -0.01 0.01
0.04 0.05 -0.01
0.04 -0.03 -0.27
-0.06 0.66 0.04
-0.04 0.00 0.20
0.00 0.04 0.01
0.07 0.05 0.33
-0.05 0.09 -0.07
-0.10 -0.12 -0.06
0.05 -0.02 0.03
0.06 0.15 0.01
-0.22 -0.15 -0.11
0.01 -0.03 -0.02
0.08 0.00 -0.02
0.00 0.02 0.00
0.01 0.01 0.00
0.02 -0.01 0.01
0.00 -0.02 -0.01
0.04 0.04 -0.05


Entry 4:
Entry from OMol25: a 13-piece molecular cluster, H26O13 overall in a non-equilibrium geometry (ωB97M-V/def2-TZVPD).

The calculation puts the gap between HOMO and LUMO at 9.51 eV. The total charge is 0. For the LUMO energy, the calculation gives -0.489 eV. For the molar mass, the calculation gives 234.20 Da. The energy above the lowest of the compared OMol25 structures with the same formula, charge and spin is 79.2 kcal per mole. The energy is -993.646951 hartree. Its spin multiplicity is 1.

CARTESIAN COORDINATES (ANGSTROEM)
1 O 2.79821 -0.33462 -0.08410
2 H 3.75553 -0.29726 -0.05514
3 H 2.54741 -1.20428 0.17488
4 O -2.32982 1.85165 -1.60350
5 H -2.59560 2.80849 -1.77120
6 H -1.56855 1.50973 -2.10196
7 O -1.09424 -0.77436 3.21185
8 H -1.61069 -1.01250 2.45301
9 H -0.17550 -0.83937 3.19647
10 O -3.22804 -0.94170 0.91513
11 H -2.81440 0.00768 0.76527
12 H -3.86192 -0.81311 1.62988
13 O 0.74036 2.30529 1.53763
14 H 1.08298 1.98994 0.74456
15 H 1.53671 2.16280 2.16687
16 O 0.03506 1.95825 -2.88856
17 H 0.07292 1.00100 -3.06510
18 H 0.40839 1.91900 -2.07672
19 O -0.42230 -0.63798 -3.43414
20 H -0.73714 -0.80561 -2.42526
21 H -1.26320 -0.53002 -3.93116
22 O 1.88366 2.27050 -0.87645
23 H 2.37261 1.40837 -0.80361
24 H 2.41992 2.97689 -0.55957
25 O -1.34416 -2.71955 0.04171
26 H -2.08397 -2.13694 0.40098
27 H -1.71826 -3.12349 -0.70008
28 O 1.76676 -0.45849 2.47545
29 H 2.02846 0.43095 2.15800
30 H 2.08244 -1.19129 1.90646
31 O -1.64786 1.35561 0.71168
32 H -1.84718 1.64810 -0.17164
33 H -0.62151 1.53216 0.85719
34 O -0.11859 -0.64642 -0.70009
35 H 0.76501 -0.54054 -0.67695
36 H -0.49741 -1.06975 0.12454
37 O 1.69399 -2.76307 1.11889
38 H 2.59785 -3.16994 0.78938
39 H 0.99205 -3.12612 0.54542

Forces on the atoms, in the same order (eV/Å):
0.61 1.52 -0.78
0.23 -0.11 -0.05
-0.52 -1.33 0.29
-1.91 1.30 -0.28
1.22 -2.12 -0.27
0.01 1.35 -0.54
-2.78 0.58 1.84
0.46 -0.21 -0.80
2.28 -0.33 -1.06
0.80 2.11 -0.26
-0.37 -1.81 0.45
0.06 -0.13 -0.05
1.62 0.57 4.37
1.13 -0.54 -2.87
-2.34 0.66 -1.18
-1.72 -0.59 -3.64
-0.20 -0.15 -1.12
2.20 0.95 4.29
-1.98 -0.68 2.50
1.24 0.39 -2.79
0.79 -0.12 0.39
-0.06 -2.05 -0.33
-0.37 1.18 -0.08
0.78 0.72 0.28
-0.28 0.99 2.57
0.55 -0.82 -0.21
-0.79 -0.98 -1.86
0.21 0.39 0.45
-0.14 -1.60 -0.12
-0.44 1.07 0.57
2.90 -0.17 2.25
-0.27 0.39 -1.04
-3.64 -0.72 0.13
-5.05 -0.44 0.29
4.56 0.46 0.53
1.12 0.69 -1.58
2.97 -1.30 -1.48
-2.96 0.72 0.97
0.11 0.17 0.22


Entry 5:
Entry from OMol25: C12H21ClCuN3O4 as an isolated structure in a non-equilibrium geometry (ωB97M-V/def2-TZVPD).

The calculation puts the gap between HOMO and LUMO at 9.06 eV. The total charge is 0. For the LUMO energy, the calculation gives -1.253 eV. For the molar mass, the calculation gives 370.32 Da. The energy above the lowest of the compared OMol25 structures with the same formula, charge and spin is 13.0 kcal per mole. The energy is -3035.422516 hartree. Its spin multiplicity is 1.

CARTESIAN COORDINATES (ANGSTROEM)
1 Cu 1.94358 3.65935 0.05612
2 Cl -0.54723 0.98151 -0.91136
3 O -1.89730 1.40279 -1.11436
4 O -0.50505 -0.11885 0.02092
5 O 0.07539 0.62436 -2.14909
6 O 0.21335 2.07641 -0.30481
7 C -2.84230 -2.23634 -3.88449
8 C -3.16088 -1.16145 -2.86505
9 C -4.56943 -0.50417 -2.93065
10 C -5.01942 -0.28029 -4.30715
11 N -5.34175 -0.09750 -5.39043
12 H -2.93602 -1.85778 -4.90220
13 H -3.48152 -3.12465 -3.84096
14 H -1.84529 -2.61655 -3.65702
15 H -2.47833 -0.31739 -2.94937
16 H -3.11278 -1.54553 -1.84443
17 H -4.55065 0.40710 -2.33917
18 H -5.30818 -1.20070 -2.51945
19 C 3.54284 -1.43278 1.21928
20 C 3.81802 -1.47957 -0.25907
21 C 3.01503 -0.40017 -1.01848
22 C 3.30595 0.92770 -0.48246
23 N 3.52640 1.95539 -0.01435
24 H 2.64776 -0.85295 1.48674
25 H 4.25304 -0.78080 1.75273
26 H 3.51652 -2.34620 1.80758
27 H 3.54280 -2.42769 -0.72498
28 H 4.86761 -1.36221 -0.53749
29 H 1.95556 -0.61897 -0.92853
30 H 3.29698 -0.32929 -2.07112
31 C 0.64915 0.87851 5.13305
32 C 0.24436 0.39966 3.73565
33 C -0.27343 1.55467 2.88044
34 C 0.66547 2.66781 2.72160
35 N 1.40995 3.53116 2.60655
36 H 1.72959 1.08481 5.09471
37 H 0.45361 0.21729 5.96653
38 H 0.36321 1.92385 5.29037
39 H -0.58166 -0.31178 3.73080
40 H 1.09319 -0.09828 3.27089
41 H -1.17515 2.00393 3.30350
42 H -0.50299 1.20561 1.86904

Forces on the atoms, in the same order (eV/Å):
-0.07 -1.37 0.63
-0.17 -0.07 0.11
0.00 0.12 -0.01
0.10 -0.14 -0.06
0.13 -0.12 -0.17
0.48 0.83 0.23
-0.17 -0.35 0.17
-0.78 0.62 0.26
0.00 -1.18 -0.40
0.35 0.50 0.52
-0.17 -0.03 -0.43
0.36 0.02 -0.01
-0.25 0.23 0.24
0.15 0.18 -0.42
0.37 -0.29 0.01
0.38 0.00 -0.04
-0.21 0.12 -0.13
0.03 0.19 0.22
0.20 1.39 1.66
-0.05 -0.18 -1.09
0.67 0.04 0.07
-0.40 0.10 0.36
-0.54 0.55 -0.26
-0.41 -0.56 -0.53
0.39 -0.34 -0.35
0.02 -0.32 -0.49
-0.21 -0.05 0.23
0.09 0.05 0.44
-0.21 0.31 -0.08
-0.18 -0.34 -0.05
1.38 1.01 -0.66
-0.42 0.13 0.33
0.14 0.27 -0.49
-0.27 -0.74 0.06
0.52 0.61 -0.77
0.04 -0.62 0.20
-0.26 0.03 0.05
-0.94 -0.36 0.43
0.09 -0.13 0.26
-0.08 0.03 -0.25
-0.06 -0.23 0.07
-0.05 0.06 0.13